Record 1
Computed, not measured: a molecular structure, C12H36ClF2N7O6P2S2Ti, with ωB97M-V with the def2-TZVPD basis set.

⟨S²⟩ = 6.0055
Kohn-Sham gap (spin up / spin down) = 1.82 / 7.60 eV
multiplicity = 5
net charge = -2
E_HOMO (spin up / spin down) = 2.23 / -3.62 eV

Cartesian coordinates (Å):
1 Ti -0.7875 -0.5996 1.8178
2 Cl -2.9982 0.0426 3.7236
3 N 0.3220 -1.7584 3.5642
4 S 1.1494 -2.9507 2.5942
5 O 1.3060 -4.2762 3.2320
6 O 2.1950 -2.4890 1.7035
7 F -0.1311 -3.2254 1.5832
8 S 1.6054 -1.6779 4.5160
9 O 2.7885 -1.0356 3.9881
10 O 1.9042 -2.7104 5.4876
11 F 1.0102 -0.4898 5.4651
12 O 1.1968 0.9649 1.3831
13 P 2.3588 1.5409 0.6448
14 N 3.2830 0.4141 -0.1596
15 C 2.5767 -0.5008 -1.1842
16 C 4.3875 -0.2543 0.5527
17 N 3.4384 2.4261 1.6475
18 C 4.5681 3.2330 1.0767
19 C 3.8136 1.8392 2.9071
20 N 1.9356 2.6535 -0.5852
21 C 2.8251 3.2496 -1.5827
22 C 0.5532 3.2323 -0.6644
23 H 3.2223 -0.6330 -2.0525
24 H 1.6397 -0.0356 -1.4904
25 H 2.3295 -1.4421 -0.6933
26 H 4.8535 -1.0809 0.0164
27 H 4.0241 -0.8439 1.3944
28 H 5.0370 0.5265 0.9483
29 H 4.1372 4.0482 0.4955
30 H 5.2738 3.6427 1.7995
31 H 5.0678 2.6374 0.3127
32 H 2.9747 1.2845 3.3276
33 H 4.6600 1.1524 2.9062
34 H 4.1650 2.6137 3.5888
35 H 3.7781 2.7239 -1.5248
36 H 2.4909 2.8971 -2.5585
37 H 2.8655 4.3292 -1.7272
38 H -0.0399 2.8075 -1.4742
39 H 0.5135 4.2622 -1.0194
40 H -0.0793 3.0382 0.2018
41 O -1.3849 -0.9622 -0.3389
42 P -2.5960 -0.9965 -1.1480
43 N -3.6931 -2.2036 -0.6246
44 C -3.3571 -3.6336 -0.7710
45 C -4.4585 -2.1149 0.5544
46 N -2.2370 -1.2150 -2.7622
47 C -1.2426 -0.3894 -3.3488
48 C -3.0881 -1.8410 -3.7921
49 N -3.6286 0.4092 -1.1230
50 C -4.8406 0.4976 -1.9135
51 C -3.3586 1.4560 -0.1296
52 H -2.6555 -3.7262 -1.6001
53 H -4.1901 -4.3134 -0.9502
54 H -2.7025 -4.0945 -0.0314
55 H -3.8336 -2.3672 1.4111
56 H -5.3528 -2.7363 0.5076
57 H -4.8754 -1.1125 0.6513
58 H -1.7206 0.5849 -3.2476
59 H -0.3300 -0.6566 -2.8159
60 H -1.0800 -0.5982 -4.4062
61 H -4.1244 -2.1237 -3.6072
62 H -3.1908 -1.2487 -4.7013
63 H -2.5903 -2.7550 -4.1161
64 H -5.2547 1.4991 -2.0306
65 H -4.8059 0.0489 -2.9063
66 H -5.5835 -0.0197 -1.3064
67 H -2.3414 1.4715 0.2619
68 H -4.0021 1.1994 0.7119
69 H -3.6955 2.3853 -0.5889



Record 2
Computed, not measured: a gas-phase ion, C4H13N2S (charge +1), with ωB97M-V with the def2-TZVPD basis set.

relative energy (zero: lowest compared OMol25 entry of this formula, charge and spin) = 1.959 eV
Kohn-Sham gap = 9.81 eV
net charge = +1
E_HOMO = -12.82 eV
SMILES string = NCC[NH2+]CCS

Cartesian coordinates (Å):
1 C 1.2689 1.9013 0.7373
2 N 0.1132 0.9259 0.8655
3 C -0.7169 0.4059 -0.4207
4 C -1.4822 -0.8932 -0.1868
5 S -2.0403 -1.5852 -1.7851
6 C 2.6329 1.0377 0.8142
7 N 2.2196 -0.2008 1.5917
8 H 1.1934 2.3029 -0.3012
9 H 1.0884 2.7588 1.3580
10 H -0.4769 1.2343 1.6296
11 H -1.4575 1.2280 -0.4352
12 H 0.0634 0.3263 -1.2347
13 H -2.2827 -0.7923 0.6215
14 H -0.7697 -1.7076 0.1155
15 H -3.2092 -1.0915 -2.0826
16 H 3.0178 0.7921 -0.2451
17 H 3.3430 1.7602 1.3904
18 H 2.3388 -1.0561 1.0109
19 H 2.7257 -0.3150 2.5284
20 H 0.5244 0.1372 1.3411



Record 3
Computed, not measured: 2 unconnected molecules or ions with the total composition C2H5N2, with ωB97M-V with the def2-TZVPD basis set.

relative energy (zero: lowest compared OMol25 entry of this formula, charge and spin) = 1.001 eV
Kohn-Sham gap = 11.83 eV
net charge = +1
E_HOMO = -16.44 eV

Cartesian coordinates (Å):
1 C 0.9250 -1.0440 0.4923
2 C -0.2835 0.8550 -0.6600
3 N 1.5371 -1.9594 0.9243
4 N -1.4079 0.9212 -0.1456
5 H -0.1023 0.4417 -1.7239
6 H 0.6009 1.4204 -0.3204
7 H 2.4003 -2.3709 1.3584
8 H -1.6129 1.3480 0.7236
9 H -2.0569 0.3881 -0.6487



Record 4
Computed, not measured: 13 unconnected molecules or ions with the total composition C47H89F2NO28S10, with ωB97M-V with the def2-TZVPD basis set.

Kohn-Sham gap = 9.29 eV
E_HOMO = -9.81 eV

Cartesian coordinates (Å):
1 C -9.6349 25.5512 7.9577
2 N -8.6161 24.8738 8.7962
3 O -8.6310 25.0572 9.9915
4 O -7.7842 24.1285 8.2822
5 H -9.4568 25.3278 6.9058
6 H -9.4036 26.6056 8.1090
7 H -10.6153 25.2270 8.3066
8 C 0.8593 24.7156 1.2670
9 C 1.3676 24.0540 -0.0344
10 C 2.0896 22.8393 0.4952
11 S 0.7874 22.0146 1.5047
12 O 1.4099 21.2257 2.5789
13 O -0.3664 21.5662 0.7244
14 C 0.4030 23.6384 2.2348
15 H 0.0693 25.4338 1.0476
16 H 1.7215 25.2470 1.6698
17 H 2.0890 24.6724 -0.5685
18 H 0.4896 23.7822 -0.6202
19 H 3.0381 23.0437 0.9919
20 H 2.3938 22.0584 -0.2018
21 H 1.0752 23.6778 3.0920
22 H -0.6187 23.5424 2.6024
23 C 1.6981 32.7997 12.9270
24 C 0.7268 31.6654 12.5156
25 C 0.5312 31.7802 10.9782
26 S 1.9988 32.6365 10.2291
27 O 1.4870 33.9358 9.7660
28 O 2.7500 31.7195 9.3501
29 C 2.8288 32.8541 11.8875
30 H 2.0554 32.7224 13.9538
31 H 1.1744 33.7527 13.0019
32 H -0.2427 31.7273 13.0099
33 H 1.2328 30.7340 12.7700
34 H -0.3130 32.4244 10.7326
35 H 0.5294 30.8187 10.4648
36 H 3.3799 33.7755 11.6990
37 H 3.5133 32.0241 12.0627
38 C -1.9648 27.2019 16.2470
39 C -0.4724 27.2622 15.8272
40 C 0.0547 25.8470 15.7804
41 S -1.3712 24.7535 15.3667
42 O -1.8298 23.9967 16.4906
43 O -1.1995 24.1938 14.0120
44 C -2.4640 26.1668 15.2123
45 H -2.4629 28.1648 16.1343
46 H -2.1577 26.8749 17.2687
47 H 0.1500 27.8184 16.5282
48 H -0.3203 27.7108 14.8454
49 H 0.5682 25.5899 16.7069
50 H 0.8513 25.8083 15.0375
51 H -3.4923 25.8189 15.3098
52 H -2.4326 26.4836 14.1698
53 C -3.9566 19.9264 4.5231
54 C -2.8008 19.1793 5.1326
55 C -3.4685 18.1465 6.1126
56 S -4.8733 19.0709 6.9195
57 O -4.3417 19.9183 7.9626
58 O -6.0313 18.2423 7.0930
59 C -5.1412 20.1808 5.4808
60 H -4.2998 19.2666 3.7263
61 H -3.6865 20.8778 4.0649
62 H -2.2277 19.7997 5.8216
63 H -2.1699 18.7504 4.3540
64 H -2.8558 17.7057 6.8989
65 H -3.9311 17.3105 5.5879
66 H -5.2401 21.1997 5.8550
67 H -6.0250 19.8452 4.9382
68 C -3.4587 34.0011 6.5479
69 C -4.9340 33.5781 6.5153
70 C -5.1201 32.5051 5.4427
71 S -3.6080 32.3179 4.4352
72 O -3.6495 33.3433 3.3894
73 O -3.2253 30.9155 4.1945
74 C -2.6520 32.9778 5.8076
75 H -3.0981 34.2187 7.5532
76 H -3.4518 34.9475 6.0072
77 H -5.5333 34.4623 6.2977
78 H -5.1686 33.2067 7.5129
79 H -5.9431 32.5275 4.7283
80 H -5.2577 31.5200 5.8884
81 H -1.7247 33.3880 5.4077
82 H -2.4271 32.1388 6.4660
83 C -7.9316 26.5762 2.2407
84 C -9.0294 26.6390 1.2616
85 C -9.0069 28.0096 0.5499
86 S -7.1135 28.3349 0.4609
87 O -6.8506 29.6265 1.0928
88 O -6.5490 27.9922 -0.8883
89 C -6.6026 26.9505 1.6308
90 H -7.7896 25.5939 2.6913
91 H -8.3204 27.2539 3.0008
92 H -9.9441 26.5883 1.8522
93 H -8.9330 25.7450 0.6456
94 H -9.5266 28.7993 1.0925
95 H -9.3154 27.8381 -0.4813
96 H -5.9026 27.3498 2.3648
97 H -6.2145 26.1087 1.0574
98 C 4.0952 25.6677 6.3444
99 C 4.9012 25.3022 5.1452
100 C 6.1757 24.6693 5.7647
101 S 6.5948 25.6253 7.2740
102 O 7.6375 26.6049 6.9443
103 O 6.7681 24.6772 8.3504
104 C 4.9719 26.4393 7.3287
105 H 3.6900 24.7201 6.6992
106 H 3.2280 26.3147 6.2130
107 H 5.2180 26.1016 4.4753
108 H 4.3390 24.5531 4.5875
109 H 7.0994 24.4704 5.2214
110 H 5.8990 23.6808 6.1313
111 H 5.0779 27.4397 6.9093
112 H 4.6124 26.5952 8.3458
113 C -1.9012 26.2836 9.1021
114 C -0.9701 26.8448 7.9901
115 C -1.9250 27.4436 6.9341
116 S -3.4106 26.2756 6.8768
117 O -3.2234 25.4026 5.7429
118 O -4.6799 27.0533 6.9797
119 C -2.9212 25.4481 8.4438
120 H -2.4065 27.0785 9.6507
121 H -1.2248 25.6925 9.7194
122 H -0.4444 25.9994 7.5462
123 H -0.2276 27.6027 8.2397
124 H -1.3728 27.5019 5.9961
125 H -2.2901 28.4118 7.2767
126 H -2.3871 24.6541 7.9220
127 H -3.7342 24.9842 9.0022
128 C -4.8626 20.6614 13.1746
129 C -4.9492 19.1929 13.4552
130 C -6.3884 18.8922 13.8507
131 S -7.4480 20.3279 13.4267
132 O -7.6658 21.0349 14.7028
133 O -8.5419 19.9630 12.5558
134 C -6.1692 21.1820 12.4717
135 H -4.0428 20.9630 12.5226
136 H -4.7708 21.1193 14.1595
137 H -4.2610 18.9243 14.2567
138 H -4.6597 18.5814 12.6006
139 H -6.5659 18.4562 14.8338
140 H -6.9546 18.2412 13.1847
141 H -6.3402 22.2555 12.3925
142 H -6.2448 20.8582 11.4336
143 C -6.5851 31.9314 13.3333
144 C -6.1100 30.5874 13.8384
145 C -6.3875 29.6379 12.6766
146 S -5.9346 30.5890 11.1632
147 O -6.9776 30.6019 10.1232
148 O -4.5531 30.2572 10.7690
149 C -5.9596 32.2724 11.9981
150 H -6.3154 32.7425 14.0096
151 H -7.6631 31.9311 13.1719
152 H -6.6003 30.1582 14.7122
153 H -5.0703 30.7337 14.1310
154 H -7.4596 29.5088 12.5287
155 H -5.9422 28.6444 12.7294
156 H -6.4537 33.0516 11.4178
157 H -4.9353 32.6382 12.0703
158 C 4.8967 32.7458 4.0311
159 C 3.6964 33.5971 4.4336
160 O 2.6421 32.6516 4.7147
161 C 3.0698 31.3986 4.2347
162 O 2.3843 30.3999 4.3739
163 O 4.3019 31.4932 3.7660
164 F 3.2639 34.3489 3.3437
165 H 5.6074 32.4374 4.7979
166 H 5.6136 33.0391 3.2642
167 H 3.8684 34.2832 5.2630
168 C 0.5572 21.7086 9.9903
169 C 0.8046 20.3313 10.6315
170 O 2.1212 20.1166 10.2742
171 C 2.3261 20.7064 9.0722
172 O 3.1951 20.4022 8.2955
173 O 1.4188 21.6450 8.8904
174 F 0.0820 19.3793 10.0522
175 H 1.0110 22.5030 10.5827
176 H -0.4918 21.9180 9.7809
177 H 0.6676 20.3430 11.7128



Record 5
Computed, not measured: 2 unconnected molecules or ions with the total composition C2H7OS, with ωB97M-V with the def2-TZVPD basis set.

relative energy (zero: lowest compared OMol25 entry of this formula, charge and spin) = 2.437 eV
Kohn-Sham gap = 5.46 eV
net charge = -1
E_HOMO = -2.12 eV

Cartesian coordinates (Å):
1 C -0.3360 -1.3207 -0.4279
2 S -0.2964 -3.1671 -0.8978
3 H -1.1458 -0.7993 -0.9310
4 H -0.2724 -1.2179 0.6764
5 H 0.6188 -0.8266 -0.7311
6 H -1.0455 -3.4512 0.1753
7 C 0.4896 2.2070 0.4120
8 O 1.1219 0.9972 0.1627
9 H -0.6255 2.0140 0.3479
10 H 0.7526 2.5919 1.4519
11 H 0.7386 2.9725 -0.2383



Record 6
Computed, not measured: a molecular structure, C16H4BeCl5F3OS3, with ωB97M-V with the def2-TZVPD basis set.

relative energy (zero: lowest compared OMol25 entry of this formula, charge and spin) = 0.084 eV
Kohn-Sham gap = 5.15 eV
net charge = -2
E_HOMO = -1.23 eV

Cartesian coordinates (Å):
1 Be -2.3940 -1.3343 0.5671
2 S -6.4582 -0.5981 0.8435
3 C -4.8655 -1.1034 0.7327
4 S -4.0848 -1.3948 -0.7722
5 S -3.8672 -1.3484 2.1132
6 Cl 2.7926 -6.6503 0.6047
7 C 1.5559 -5.4451 0.5772
8 C 1.8507 -4.1176 0.8772
9 Cl 3.4714 -3.6896 1.2841
10 C 0.8651 -3.1414 0.8692
11 Cl 1.2632 -1.5278 1.3014
12 C -0.4952 -3.4395 0.5465
13 O -1.4569 -2.6150 0.5203
14 C -0.7469 -4.8134 0.2540
15 Cl -2.3734 -5.2252 -0.1294
16 C 0.2389 -5.7831 0.2749
17 Cl -0.1549 -7.4288 -0.0583
18 F 3.5786 5.2780 -1.7831
19 C 2.4537 5.6329 -1.1248
20 F 2.8618 6.2504 0.0156
21 F 1.8827 6.6208 -1.8720
22 C 1.5352 4.4940 -0.8670
23 C 1.7790 3.2381 -1.4166
24 C 0.9225 2.1912 -1.1428
25 C -0.1993 2.3650 -0.3123
26 C -0.4388 3.6461 0.2138
27 C 0.4191 4.6918 -0.0563
28 C -1.0130 1.2543 0.0072
29 C -1.6221 0.2387 0.3056
30 H 2.6434 3.0775 -2.0471
31 H 1.1118 1.2073 -1.5485
32 H -1.2991 3.7979 0.8510
33 H 0.2436 5.6719 0.3713



Record 7
Computed, not measured: a molecular structure, C5H10O2, with ωB97M-V with the def2-TZVPD basis set.

relative energy (zero: lowest compared OMol25 entry of this formula, charge and spin) = 2.061 eV
Kohn-Sham gap = 10.89 eV
E_HOMO = -9.87 eV

Cartesian coordinates (Å):
1 C 2.1564 0.5196 -0.1062
2 C 0.7829 0.5486 -0.7733
3 O 0.6782 -0.4096 -1.8106
4 C -0.3175 0.4132 0.2700
5 C -1.7191 -0.0692 -0.1240
6 C -1.5823 -0.9278 1.1350
7 O -0.1557 -0.7371 1.1315
8 H 2.9405 0.6127 -0.8626
9 H 2.2608 1.3433 0.6099
10 H 2.2980 -0.4206 0.4371
11 H 0.6391 1.5145 -1.2724
12 H 0.4756 -1.2594 -1.4049
13 H -0.3469 1.3312 0.8784
14 H -2.5288 0.6595 -0.1870
15 H -1.6791 -0.6698 -1.0362
16 H -1.8623 -1.9852 1.0942
17 H -2.0401 -0.4639 2.0211



Record 8
Computed, not measured: 2 unconnected molecules or ions with the total composition C2H10N5, with ωB97M-V with the def2-TZVPD basis set.

relative energy (zero: lowest compared OMol25 entry of this formula, charge and spin) = 1.180 eV
Kohn-Sham gap = 9.02 eV
net charge = +1
E_HOMO = -12.64 eV

Cartesian coordinates (Å):
1 N -0.8336 1.7059 1.7849
2 C -0.7703 1.6045 0.4684
3 N 0.1912 2.1586 -0.2422
4 H -0.0929 2.1578 2.3358
5 H -1.6229 1.3617 2.2390
6 H -1.5667 1.1122 -0.0602
7 H 0.1203 2.1479 -1.2289
8 H 1.0487 2.4739 0.1642
9 N 0.2302 -1.0176 0.4402
10 C 0.1425 -1.7076 -0.7981
11 N 0.9867 -1.1485 -1.7403
12 N -0.6371 -2.6867 -1.0943
13 H -0.2555 -1.5834 1.1794
14 H 1.2250 -0.9998 0.7503
15 H 1.8782 -0.8162 -1.3953
16 H 1.1348 -1.8007 -2.5253
17 H -1.1787 -2.9620 -0.2775



no.,F_max (eV Å⁻¹)
1,5.115
2,3.423
3,5.694
4,3.301
5,4.055
6,0.860
7,0.355
8,2.271